1.
Density functional theory data (ωB97M-V/def2-TZVPD) for a cluster of 2 separate species, C3H9N2O in total.

Results
total charge: +1
orbital gap (spin up / spin down): 10.955 / 6.991 eV
multiplicity: 1
LUMO energy (spin up / spin down): -0.1238 / -0.1941 Ha

Geometry (Å):
1 C 2.3395 -1.1322 -0.0979
2 C 1.4295 -0.8497 0.9625
3 C -2.8771 0.4379 -0.1201
4 N -1.8825 -0.2398 -0.8112
5 N 1.8662 0.1954 0.1467
6 O -0.6981 -0.0630 -0.5489
7 H 3.4749 -1.2772 0.1919
8 H 2.1188 -1.7990 -0.9616
9 H 1.4876 -0.9062 1.9742
10 H -3.8200 0.3700 -0.8036
11 H -3.1780 -0.0541 0.8056
12 H -2.5170 1.4488 0.0163
13 H 1.0897 0.6458 -0.2848
14 H 2.6287 0.8338 0.5011
15 H -2.1488 -1.2099 -1.2280

Forces on the atoms, in the same order (eV/Å):
C 2.892 -3.524 -0.433
C -0.297 -1.499 -1.079
C -3.350 0.563 -0.917
N -1.436 -3.960 -1.892
N 1.937 3.313 0.706
O 3.066 0.404 0.515
H -2.299 0.501 -0.514
H -0.351 1.235 0.379
H -0.038 -0.058 2.732
H 1.514 0.590 1.249
H 0.311 0.083 0.262
H -0.377 0.272 0.239
H -0.875 0.531 -1.401
H -1.283 -0.496 -0.478
H 0.585 2.045 0.631

2.
Density functional theory data (ωB97M-V/def2-TZVPD) for a cluster of 3 separate species, C5H8S in total.

Results
orbital gap: 8.930 eV
multiplicity: 1
LUMO energy: 0.0391 Ha

Geometry (Å):
1 C -0.7945 -0.6209 1.1212
2 C 0.3971 0.6510 -0.7258
3 C -0.0551 0.3386 1.7210
4 C 0.6031 1.1883 0.6750
5 C 0.7453 1.1890 -1.8749
6 S -0.5385 -0.8358 -0.6083
7 H -1.3605 -1.3781 1.5602
8 H -0.0624 0.5829 2.7068
9 H -1.3188 -4.0975 -0.6395
10 H 1.7002 1.3979 1.0474
11 H 0.1081 2.1509 0.5598
12 H 1.4060 2.0318 -1.8875
13 H 0.3885 0.6014 -2.7532
14 H -1.2185 -3.1995 -0.9023

Forces on the atoms, in the same order (eV/Å):
C 1.817 0.847 0.120
C 0.155 -0.738 1.265
C -1.586 -1.264 -4.530
C 2.256 1.212 0.901
C -0.428 -1.311 -0.788
S -0.322 0.297 0.116
H -0.918 -0.930 0.913
H 0.012 0.509 2.669
H 0.382 3.793 -1.118
H -1.778 -0.309 -1.286
H 0.096 0.422 0.763
H 0.058 0.344 -0.459
H 0.700 1.138 0.315
H -0.443 -4.011 1.118

3.
Density functional theory data (ωB97M-V/def2-TZVPD) for a cluster of 7 separate species, C32H53BCl12FN4O10Si in total.

Results
total charge: +1
orbital gap: 8.342 eV
multiplicity: 1
LUMO energy: -0.1213 Ha

Geometry (Å):
1 C 5.2145 -4.6809 1.8515
2 C 3.6444 -4.4908 1.4374
3 O 3.4600 -3.0728 1.1362
4 B 2.0803 -2.7886 0.7519
5 O 1.2101 -3.9432 0.6923
6 C 1.6286 -1.2332 0.4754
7 C 0.0351 -1.3078 0.3022
8 C -0.8474 -1.6844 1.5634
9 O -2.1571 -2.1298 1.1436
10 Si -3.3242 -0.8477 1.0883
11 C -3.0697 0.4032 -0.3596
12 C -3.5820 0.0571 2.7762
13 C -5.0291 -1.7105 0.7159
14 C 2.2138 -0.4742 1.7614
15 C 2.0140 -1.1468 3.1975
16 O 2.9058 -1.8471 3.7835
17 N 0.8206 -0.9002 4.0868
18 C 1.0663 -1.5545 5.4126
19 O 0.6756 -2.7133 5.6204
20 F 1.8106 -0.7783 6.3708
21 N 1.8619 0.9608 1.9092
22 C 1.6163 1.5726 0.5657
23 C 1.8740 3.1463 0.7702
24 C 3.0316 3.5925 1.7545
25 C 3.1173 5.1500 1.8884
26 C 2.0661 5.9550 1.0912
27 N 1.0283 5.5316 0.2176
28 C 0.9044 4.1211 0.0590
29 C 2.4610 0.8835 -0.6639
30 C 3.9783 1.2982 -0.4086
31 C 1.9455 1.7496 -1.9423
32 O 0.4750 1.7009 -2.0812
33 C 0.0368 2.5989 -3.0991
34 C -1.4985 3.0990 -3.0041
35 O 0.7241 3.0035 -4.0666
36 N 2.1761 -0.6063 -0.8091
37 C 3.1882 -1.4258 -1.5233
38 C 3.6891 -0.8789 -2.9681
39 O 4.6956 -0.1717 -3.1765
40 O 3.0207 -1.2916 -4.1974
41 C 1.6029 -1.2484 -4.0690
42 C 0.8443 -0.0828 -4.9116
43 O 0.8674 -2.0480 -3.4382
44 H 5.3613 -4.0716 2.8105
45 H 5.8338 -4.3011 0.9641
46 H 5.3572 -5.8149 2.0234
47 H 3.4736 -5.1866 0.5455
48 H 3.0411 -4.8125 2.3533
49 H 0.8351 -4.0941 1.5951
50 H -0.4363 -0.3621 -0.1817
51 H -0.1580 -2.1295 -0.4993
52 H -0.9893 -0.7207 2.1989
53 H -0.4315 -2.4708 2.2788
54 H -4.0627 0.7444 -0.8138
55 H -2.4836 -0.1252 -1.2164
56 H -2.4523 1.3278 -0.0679
57 H -3.5292 -0.7158 3.6181
58 H -4.5724 0.6278 2.7815
59 H -2.7307 0.8361 2.8872
60 H -5.1508 -2.6387 1.3702
61 H -5.0812 -1.9469 -0.4173
62 H -5.8411 -0.9235 0.9513
63 H 3.3679 -0.4868 1.6091
64 H 0.9120 0.1185 4.3147
65 H 0.9696 1.0729 2.4271
66 H 0.4693 1.4856 0.4086
67 H 3.7067 2.8490 2.2913
68 H 3.9022 5.6180 2.5824
69 H 2.1345 7.1094 1.2294
70 H 0.0515 3.7399 -0.6199
71 H 4.1489 2.3618 -0.8176
72 H 4.1476 1.3476 0.7389
73 H 4.8016 0.6166 -0.7832
74 H 2.3006 2.8519 -1.8840
75 H 2.3362 1.3922 -2.9510
76 H -2.0507 2.9767 -4.0079
77 H -1.4469 4.1911 -2.6604
78 H -2.0670 2.4621 -2.2428
79 H 1.3492 -0.6074 -1.4613
80 H 4.1682 -1.5522 -0.9189
81 H 2.7881 -2.4524 -1.8999
82 H 0.5451 -0.6005 -5.9068
83 H -0.1407 0.2106 -4.4115
84 H 1.5396 0.7920 -5.1471
85 C -7.7258 1.2960 2.3574
86 Cl -6.5809 1.2987 1.0082
87 Cl -6.8934 1.4813 3.9054
88 H -8.4236 2.1223 2.2302
89 H -8.2685 0.3515 2.3584
90 C -2.0343 2.7954 -7.3407
91 Cl -2.4061 1.5306 -6.1602
92 Cl -1.7911 4.3565 -6.5500
93 H -1.1252 2.5239 -7.8754
94 H -2.8637 2.8791 -8.0416
95 C -1.9657 -4.4106 5.9502
96 Cl -1.4945 -5.3949 7.3400
97 Cl -3.6951 -4.0436 5.9836
98 H -1.4059 -3.4780 5.9714
99 H -1.7375 -4.9571 5.0359
100 C -5.4972 -4.9996 -1.9040
101 Cl -6.5412 -3.5764 -2.0081
102 Cl -5.6876 -5.8169 -0.3477
103 H -5.7606 -5.6919 -2.7026
104 H -4.4598 -4.6867 -2.0151
105 C -2.8309 -3.0391 -4.4226
106 Cl -3.3916 -4.7031 -4.2300
107 Cl -3.0357 -2.1256 -2.9250
108 H -1.7753 -3.0496 -4.6917
109 H -3.4082 -2.5590 -5.2118
110 C 4.5733 8.7292 1.7955
111 Cl 5.0759 7.7701 3.1931
112 Cl 2.8339 9.0502 1.8270
113 H 5.1069 9.6785 1.8108
114 H 4.8166 8.1838 0.8842

Forces on the atoms, in the same order (eV/Å):
C -1.739 0.105 -0.363
C 2.624 -1.369 0.960
O -3.684 -0.002 -1.285
B 2.268 -2.797 0.556
O 0.586 2.646 1.061
C -1.463 -1.298 1.703
C -0.693 -0.317 -1.351
C -0.455 0.927 0.695
O 0.678 1.850 0.135
Si -2.403 -0.766 -0.069
C 1.127 0.189 -0.941
C 1.159 0.376 -0.040
C 0.369 0.352 -0.379
C 1.119 0.563 0.301
C 2.909 -2.931 3.762
O -3.197 2.692 -3.536
N 2.264 1.614 0.979
C -0.307 -3.847 0.350
O 1.944 5.530 -0.356
F -2.172 -1.723 -2.672
N -0.519 -1.113 -0.736
C -1.518 1.049 0.486
C 0.447 1.487 0.278
C -3.228 3.753 -2.638
C -2.474 -3.292 -1.886
C 0.725 -0.695 0.439
N 2.568 -3.110 2.098
C 2.881 0.530 2.229
C 0.151 3.956 0.309
C 0.582 0.103 1.141
C 0.539 -0.286 -1.209
O 0.716 1.635 -0.867
C -0.475 1.442 -3.129
C 0.505 -1.046 0.756
O -1.523 -1.857 4.125
N -1.343 0.440 -0.953
C 2.377 -1.587 -2.168
C 3.180 2.763 -1.783
O -3.916 -3.069 1.580
O -1.478 0.391 2.921
C -4.026 -0.470 -0.061
C 0.853 -1.156 -0.564
O 3.750 2.412 -1.436
H 0.192 -0.983 -1.485
H -0.639 -0.619 1.541
H 0.046 1.960 -0.206
H -0.237 1.296 1.203
H 0.531 0.551 -1.463
H 0.239 -0.209 -1.100
H 1.015 -1.265 0.973
H 0.330 1.188 1.370
H 0.504 -1.516 -0.792
H -0.276 1.014 -1.144
H 1.295 -0.466 0.802
H -0.991 0.910 1.340
H -0.912 -1.183 -0.390
H -0.152 1.220 -0.996
H 1.458 -0.972 -0.011
H -1.348 -1.136 0.219
H -0.006 1.159 -1.089
H -0.066 0.104 1.983
H 1.354 -1.648 -0.369
H -1.903 -0.385 0.475
H -0.583 -0.674 -0.428
H 0.798 -0.151 -0.483
H 2.002 0.058 -0.504
H -1.185 1.245 -0.850
H -1.571 -0.599 -1.370
H -0.316 -2.690 -0.456
H 1.603 0.626 1.345
H -0.266 -1.823 0.634
H -0.312 0.019 -1.959
H -1.293 0.781 0.008
H -0.648 -1.983 0.345
H -0.057 0.188 1.412
H 1.353 0.433 1.559
H -0.192 -1.568 -0.613
H 0.833 1.020 -0.862
H 0.464 -0.190 0.713
H -1.919 0.216 -0.849
H 0.167 1.637 1.539
H 0.603 0.882 1.541
H 1.661 -0.480 -0.484
H -1.141 -1.199 0.402
C -0.345 -0.008 0.095
Cl -0.273 0.480 -0.134
Cl -0.134 0.012 0.022
H 0.227 -0.070 0.005
H 0.214 0.093 -0.006
C 0.090 0.199 -0.351
Cl -0.053 -0.244 -0.074
Cl -0.002 -0.035 -0.122
H -0.101 0.030 0.210
H 0.056 -0.028 0.237
C 0.137 0.078 -0.098
Cl 0.095 0.027 -0.083
Cl -0.023 0.067 -0.121
H -0.190 -0.214 0.117
H -0.126 -0.006 0.188
C 0.149 -0.083 0.082
Cl -0.044 -0.041 -0.237
Cl 0.040 -0.062 -0.005
H -0.070 0.122 0.180
H -0.377 -0.007 0.269
C 0.107 0.032 -0.334
Cl 0.289 0.026 -0.467
Cl 0.066 0.133 0.030
H -0.136 -0.059 0.189
H -0.031 -0.105 0.213
C 0.164 0.079 -0.219
Cl 0.180 0.141 0.051
Cl 0.225 0.742 0.137
H -0.157 -0.143 0.105
H -0.118 -0.002 0.181

4.
Density functional theory data (ωB97M-V/def2-TZVPD) for a structure of composition C23H23MnN4SSb.

Results
total charge: +2
orbital gap (spin up / spin down): 7.906 / 8.144 eV
<S²>: 1.0032
multiplicity: 2
LUMO energy (spin up / spin down): -0.2270 / -0.2145 Ha

Geometry (Å):
1 Mn -0.4141 -0.0218 -0.0221
2 C 1.3059 -1.7770 -1.7793
3 C 2.3517 -1.0150 -1.0175
4 C 3.7156 -1.1943 -1.1991
5 C 4.5987 -0.4381 -0.4430
6 C 4.0917 0.4726 0.4699
7 C 2.7158 0.5950 0.5940
8 N 1.8768 -0.1302 -0.1309
9 Sb 1.9846 2.0683 2.0687
10 C 0.5386 2.9456 0.6535
11 C 0.3747 4.3194 0.7111
12 C -0.3634 4.9471 -0.2828
13 C -0.8832 4.1792 -1.3089
14 C -0.7022 2.7990 -1.2869
15 C -1.2329 1.9443 -2.3964
16 N -0.0219 2.2011 -0.2974
17 C 0.5375 0.6538 2.9451
18 C 0.3715 0.7129 4.3185
19 C -0.3681 -0.2799 4.9461
20 C -0.8875 -1.3064 4.1785
21 C -0.7040 -1.2862 2.7986
22 C -1.2336 -2.3965 1.9443
23 N -0.0221 -0.2977 2.2007
24 H 1.7525 -2.4785 -2.4788
25 H 0.6740 -2.3529 -1.0808
26 H 0.6759 -1.0789 -2.3574
27 H 4.0798 -1.9105 -1.9171
28 H 5.6636 -0.5557 -0.5622
29 H 4.7435 1.0823 1.0797
30 H 0.8176 4.8780 1.5248
31 H -0.5001 6.0177 -0.2687
32 H -1.4263 4.6345 -2.1226
33 H -0.8205 2.2682 -3.3512
34 H -0.9581 0.8831 -2.2427
35 H -2.3196 2.0258 -2.4482
36 H 0.8138 1.5272 4.8770
37 H -0.5065 -0.2646 6.0164
38 H -1.4321 -2.1191 4.6337
39 H -0.8232 -3.3512 2.2710
40 H -2.3206 -2.4470 2.0229
41 H -0.9560 -2.2451 0.8835
42 S -2.6732 -0.1190 -0.1208
43 C -4.3649 -0.0475 -0.0474
44 N -5.0757 -0.8526 -0.8727
45 C -6.4223 -0.8770 -0.8980
46 C -7.1359 -0.0611 -0.0622
47 C -6.4433 0.7932 0.8130
48 C -5.0691 0.8005 0.8208
49 H -4.5512 -1.4608 -1.4952
50 H -6.8874 -1.5584 -1.5967
51 H -8.2134 -0.0751 -0.0767
52 H -6.9937 1.4431 1.4783
53 H -4.5108 1.4447 1.4805

Forces on the atoms, in the same order (eV/Å):
Mn 2.805 1.777 1.785
C -0.071 0.087 0.090
C 0.022 -0.133 -0.131
C -0.060 0.138 0.138
C -0.135 -0.036 -0.035
C -0.137 -0.066 -0.067
C 0.045 0.928 0.930
N -1.509 -0.395 -0.398
Sb -0.904 -0.682 -0.684
C 0.781 0.040 0.927
C -0.013 -0.167 -0.069
C -0.025 -0.096 -0.068
C 0.137 -0.081 0.183
C -0.029 0.114 -0.136
C 0.068 -0.218 0.172
N -0.708 -1.397 -0.218
C 0.781 0.927 0.037
C -0.010 -0.063 -0.160
C -0.026 -0.068 -0.097
C 0.139 0.182 -0.084
C -0.027 -0.134 0.111
C 0.063 0.172 -0.219
N -0.710 -0.219 -1.395
H -0.090 -0.046 -0.046
H 0.139 0.098 -0.208
H 0.135 -0.204 0.096
H 0.001 -0.093 -0.092
H 0.136 -0.037 -0.038
H 0.070 -0.018 -0.018
H 0.049 0.076 -0.087
H -0.054 0.090 -0.014
H -0.042 0.015 -0.078
H 0.036 -0.032 -0.034
H -0.156 0.389 -0.218
H 0.049 -0.161 -0.047
H 0.047 -0.092 0.073
H -0.054 -0.014 0.093
H -0.042 -0.080 0.017
H 0.036 -0.034 -0.032
H 0.050 -0.048 -0.160
H -0.155 -0.214 0.389
S -0.288 -0.425 -0.432
C -0.039 0.295 0.298
N 0.195 0.067 0.072
C -0.526 0.162 0.167
C 0.093 0.020 0.019
C -0.001 -0.262 -0.268
C -0.068 -0.143 -0.146
H -0.062 0.104 0.105
H 0.078 0.005 0.007
H -0.054 -0.062 -0.064
H -0.015 0.023 0.024
H 0.059 0.010 0.011

| no. | F_max (Eh/bohr) | total energy (eV) |
| --- | --- | --- |
| 1 | 0.08980 | -8271.653 |
| 2 | 0.09652 | -16146.879 |
| 3 | 0.11420 | -222007.567 |
| 4 | 0.07331 | -78862.427 |